This record from the OMol25 dataset describes 9 unconnected molecules or ions with the total composition C35H61Cl16FNO2P. The level of theory is ωB97M-V/def2-TZVPD.

## Properties
Kohn-Sham gap in eV: 8.58
E_HOMO in eV: -8.16
SMILES: CC[C@H](F)[C@@]1(C[C@H](C)OCc2ccccc2)C[C@@H](P(C)C)NC1=O.ClCCCl.ClCCCl.ClCCCl.ClCCCl.ClCCCl.ClCCCl.ClCCCl.ClCCCl
DFT total energy in Ha: -9379.7575
E_LUMO in eV: 0.421

```
! wB97M-V def2-TZVPD RIJCOSX def2/J DEFGRID3
* xyz 0 1
C 2.568 -3.255 -0.198
C 1.914 -1.924 0.251
C 1.896 -0.913 -0.898
F 3.144 -0.294 -0.903
C 0.753 0.103 -0.813
C -0.652 -0.439 -1.082
C -1.055 -0.603 -2.555
C -1.304 0.726 -3.280
O -2.172 -1.489 -2.617
C -3.408 -0.901 -2.240
C -4.173 -1.897 -1.386
C -4.861 -1.426 -0.274
C -5.559 -2.278 0.570
C -5.544 -3.642 0.297
C -4.864 -4.117 -0.814
C -4.180 -3.261 -1.663
C 0.682 0.669 0.660
C 0.135 2.058 0.422
P -0.011 3.195 1.893
C -1.377 4.308 1.353
C -0.875 2.109 3.119
N 0.861 2.539 -0.755
C 1.204 1.422 -1.513
O 1.761 1.565 -2.581
H 1.819 -4.031 -0.358
H 3.308 -3.580 0.532
H 3.095 -3.122 -1.145
H 2.554 -1.532 1.043
H 0.923 -2.094 0.672
H 1.822 -1.482 -1.832
H -0.683 -1.447 -0.651
H -1.420 0.126 -0.553
H -0.231 -1.111 -3.065
H -2.058 0.647 -4.060
H -0.359 1.106 -3.666
H -1.639 1.484 -2.562
H -3.294 -0.002 -1.633
H -4.016 -0.692 -3.129
H -4.844 -0.358 -0.075
H -6.079 -1.850 1.418
H -6.060 -4.312 0.973
H -4.868 -5.183 -1.015
H -3.660 -3.647 -2.530
H 1.662 0.686 1.146
H 0.034 0.030 1.262
H -0.906 2.037 0.064
H -1.027 5.027 0.614
H -1.774 4.795 2.244
H -2.206 3.731 0.923
H -0.333 2.069 4.060
H -1.077 1.120 2.711
H -1.856 2.538 3.343
H 1.614 3.216 -0.634
Cl 5.421 3.421 -4.839
C 4.999 2.116 -3.691
C 5.701 2.272 -2.372
Cl 7.463 2.006 -2.500
H 5.235 1.170 -4.167
H 3.921 2.163 -3.537
H 5.316 1.533 -1.670
H 5.544 3.263 -1.951
Cl -2.782 0.039 4.666
C -2.703 -0.645 6.310
C -2.138 0.339 7.301
Cl -0.410 0.660 7.010
H -2.107 -1.553 6.268
H -3.719 -0.911 6.596
H -2.221 -0.068 8.308
H -2.665 1.289 7.268
Cl 2.919 4.598 0.202
C 4.417 5.457 0.665
C 4.968 4.960 1.975
Cl 3.923 5.392 3.351
H 4.193 6.520 0.701
H 5.142 5.284 -0.129
H 5.940 5.416 2.155
H 5.087 3.879 1.971
Cl 4.884 -1.596 -4.003
C 5.507 -2.348 -5.494
C 7.009 -2.464 -5.490
Cl 7.807 -0.875 -5.595
H 5.155 -1.758 -6.338
H 5.062 -3.340 -5.559
H 7.333 -3.040 -6.355
H 7.367 -2.960 -4.591
Cl -8.381 -4.120 1.738
C -9.430 -5.427 2.347
C -8.945 -5.974 3.664
Cl -7.408 -6.860 3.495
H -9.475 -6.201 1.585
H -10.427 -5.006 2.468
H -9.676 -6.677 4.060
H -8.797 -5.181 4.392
Cl 0.694 -2.684 7.436
C 2.085 -1.797 8.106
C 2.512 -2.337 9.446
Cl 1.303 -2.016 10.716
H 1.812 -0.747 8.168
H 2.901 -1.901 7.392
H 3.436 -1.853 9.757
H 2.680 -3.411 9.408
Cl 7.959 7.447 -7.239
C 8.788 6.053 -6.496
C 8.282 5.761 -5.108
Cl 8.733 7.036 -3.943
H 9.855 6.260 -6.494
H 8.602 5.193 -7.138
H 8.719 4.832 -4.745
H 7.201 5.659 -5.090
Cl -6.461 -2.159 -2.927
C -8.239 -2.306 -2.898
C -8.928 -0.982 -3.101
Cl -8.679 0.121 -1.720
H -8.512 -2.757 -1.946
H -8.520 -2.990 -3.698
H -10.002 -1.134 -3.196
H -8.570 -0.482 -3.997
*
```

Atomic partial charges in e from the Löwdin method, atoms 1 to 2: C -0.078; C -0.172

***

This record from the OMol25 dataset describes 3 unconnected molecules or ions with the total composition C35H61F2N7O6P2SSi. The level of theory is ωB97M-V/def2-TZVPD.

## Properties
Kohn-Sham gap in eV: 6.80
E_HOMO in eV: -8.02
SMILES: CC(=O)OCCCC1=CC(=O)C(N=C=S)=C(C(F)(F)CC[Si](C)(C)c2ccccc2)C1=O.CN(C)P(=O)(N(C)C)N(C)C.CN(C)P(=O)(N(C)C)N(C)C
DFT total energy in Ha: -3774.5585
E_LUMO in eV: -1.223

```
! wB97M-V def2-TZVPD RIJCOSX def2/J DEFGRID3
* xyz 0 1
C 6.731 2.181 0.622
C 7.870 1.979 -0.473
O 8.693 2.926 -0.639
O 8.069 0.822 -1.276
C 7.119 0.742 -2.368
C 7.098 2.048 -3.321
C 5.693 2.798 -3.145
C 5.773 4.372 -2.942
C 6.909 5.198 -3.070
C 6.713 6.768 -2.756
O 7.267 7.674 -3.421
C 5.694 7.068 -1.532
N 6.013 8.161 -0.588
C 7.021 7.757 0.139
S 8.145 6.965 1.078
C 4.541 6.229 -1.399
C 3.488 6.406 -0.209
F 4.281 6.394 1.011
F 2.812 7.659 -0.215
C 2.486 5.142 -0.064
C 1.000 5.456 -0.598
Si 0.190 4.008 -1.573
C 0.139 4.490 -3.451
C -1.677 3.992 -1.021
C 1.064 2.331 -1.252
C 1.942 1.753 -2.391
C 2.725 0.404 -2.218
C 2.626 -0.351 -0.874
C 1.736 0.250 0.240
C 0.944 1.571 0.092
C 4.387 5.100 -2.543
O 3.305 4.825 -3.110
H 7.208 2.810 1.464
H 6.366 1.209 1.090
H 5.884 2.840 0.206
H 6.061 0.415 -2.030
H 7.483 -0.124 -3.041
H 8.020 2.674 -3.092
H 7.147 1.699 -4.421
H 4.943 2.548 -3.988
H 5.200 2.373 -2.188
H 7.908 4.759 -3.381
H 2.382 4.979 1.076
H 2.943 4.180 -0.472
H 0.915 6.389 -1.248
H 0.322 5.643 0.321
H 0.206 5.641 -3.531
H 0.991 4.037 -4.057
H -0.860 4.137 -3.900
H -1.908 3.157 -0.274
H -1.910 5.006 -0.514
H -2.384 3.947 -1.934
H 2.064 2.256 -3.413
H 3.382 -0.003 -3.061
H 3.230 -1.318 -0.772
H 1.694 -0.330 1.228
H 0.314 1.996 0.954
C -1.752 -4.843 -1.027
N -0.669 -3.982 -0.576
C -0.027 -3.405 -1.761
P 0.427 -4.285 0.724
O 0.597 -2.792 1.061
N -0.457 -4.578 2.191
C -1.902 -4.416 2.259
C 0.126 -3.946 3.383
N 0.330 -6.026 0.348
C 0.076 -7.044 1.373
C 1.583 -6.418 -0.335
H -1.393 -5.716 -1.587
H -2.426 -4.286 -1.686
H -2.382 -5.202 -0.219
H 0.498 -4.170 -2.343
H 0.697 -2.632 -1.484
H -0.759 -2.918 -2.412
H -2.219 -3.444 1.862
H -2.264 -4.496 3.289
H -2.417 -5.224 1.736
H -0.159 -2.890 3.461
H 1.218 -4.007 3.363
H -0.207 -4.455 4.292
H 0.759 -6.956 2.222
H 0.191 -8.050 0.953
H -0.954 -7.007 1.728
H 2.433 -6.394 0.356
H 1.807 -5.733 -1.159
H 1.506 -7.419 -0.768
C -7.029 -0.754 3.965
N -6.665 -0.662 2.559
C -6.833 0.732 2.140
P -7.026 -1.805 1.314
O -5.752 -1.484 0.511
N -6.427 -3.376 1.752
C -5.611 -3.581 2.940
C -5.805 -4.115 0.644
N -8.552 -2.180 2.157
C -8.980 -3.553 2.445
C -9.658 -1.542 1.408
H -8.092 -0.550 4.141
H -6.455 -0.030 4.552
H -6.798 -1.719 4.406
H -7.889 1.024 2.138
H -6.432 0.896 1.135
H -6.288 1.414 2.800
H -4.771 -2.877 2.980
H -5.202 -4.597 2.973
H -6.209 -3.510 3.850
H -4.766 -3.801 0.480
H -6.359 -3.964 -0.287
H -5.805 -5.190 0.847
H -8.962 -4.188 1.555
H -10.001 -3.563 2.843
H -8.373 -4.007 3.228
H -9.817 -2.036 0.443
H -9.435 -0.489 1.208
H -10.591 -1.565 1.977
*
```

Atomic partial charges in e from the Löwdin method, atoms 1 to 2: C 0.009; C -0.396